DFT (wB97M-V/def2-TZVPD) results for a molecular structure, C18H43InN7O3S.

```
! wB97M-V def2-TZVPD RIJCOSX def2/J DEFGRID3
* xyz -1 1
C -1.3473 -2.4645 1.4712
C -1.5940 -1.7568 0.3766
In -1.9942 -0.4838 -1.4977
S -2.2906 1.8598 -0.6928
C -0.1333 -0.7781 -2.8079
C 0.2877 0.5871 -3.5736
C 1.8169 1.0190 -3.1739
C 1.9970 2.6042 -2.9149
C 2.3345 2.8087 -1.3331
N 1.0009 2.8718 -0.6196
C -3.8007 -1.3728 -2.5211
C -5.2304 -0.7673 -2.0087
C -6.0502 -0.3075 -3.3217
C -7.2901 0.6887 -3.0227
C -6.8170 2.2271 -3.2787
C -7.6147 3.3184 -2.4029
C -7.0499 3.5565 -0.9091
C -6.2926 2.2975 -0.2499
H -1.1732 -2.7026 2.5879
H -2.9815 2.6463 -1.6076
H 0.7641 -1.1333 -2.1582
H -0.3545 -1.6629 -3.5261
H 0.3260 0.3372 -4.7081
H -0.4549 1.4558 -3.4225
H 2.2047 0.4734 -2.2445
H 2.4936 0.7506 -4.0700
H 2.8758 3.0374 -3.5119
H 1.0597 3.2273 -3.1797
H 3.0136 1.9694 -0.9194
H 2.9159 3.7957 -1.1449
H 1.1610 2.8459 0.3997
H 0.5678 3.7856 -0.8603
H -3.8229 -2.4986 -2.2318
H -3.7226 -1.2772 -3.6737
H -4.9848 0.0809 -1.2788
H -5.7963 -1.5938 -1.4421
H -5.3223 0.1231 -4.1201
H -6.5068 -1.2683 -3.7737
H -8.0940 0.4466 -3.8255
H -7.7967 0.5274 -2.0076
H -5.6613 2.3425 -3.2342
H -7.0887 2.4455 -4.3904
H -8.7547 3.1289 -2.3784
H -7.4890 4.3340 -2.9609
H -6.3026 4.4347 -0.9397
H -7.9249 3.8560 -0.2187
H -6.0704 2.5931 0.8540
H -6.9053 1.3302 -0.2079
H -5.2689 2.1666 -0.7479
C 2.7040 1.7585 3.2497
O 2.8209 2.6143 2.3843
N 3.6281 0.7914 3.4511
N 1.6357 1.7042 4.0831
H 3.5495 0.0808 4.1549
H 4.4377 0.7967 2.8516
H 0.9243 2.4076 3.9641
H 1.5197 1.0104 4.7991
C 6.0680 -2.1972 3.0340
O 5.6292 -1.0557 3.0409
N 7.3924 -2.4721 3.0372
N 5.2639 -3.2881 3.0225
H 7.7720 -3.4031 3.0322
H 8.0238 -1.6872 3.0457
H 4.2690 -3.1255 3.0192
H 5.6032 -4.2330 3.0162
C 9.2919 -5.3376 5.1626
O 9.4133 -4.4820 4.2987
N 10.2150 -6.3078 5.3650
N 8.2233 -5.3902 5.9932
H 10.1338 -7.0191 6.0688
H 11.0254 -6.3023 4.7662
H 7.5137 -4.6840 5.8740
H 8.1045 -6.0842 6.7089
*
```

As for the total energy: -1908.9000 Eh. The HOMO-LUMO gap is 0.208 hartree. The value obtained for the LUMO energy is 1.3 eV.